(1)
This record from the Open Molecules 2025 dataset describes a structure of composition C37H67N8O3RbS2SeSi. The level of theory is ωB97M-V with the def2-TZVPD basis set.

Values from the calculation:
HOMO level ... -7.3 eV
Molecular weight ... 928.644 g/mol
Energy above the lowest of the compared OMol25 structures with the same formula, charge and spin ... 36.33 kJ/mol
LUMO ... 0.0261 eV
2S+1 ... 1
F_max ... 0.26 eV/Å
Total charge ... 0
Orbital gap ... 7.319 eV

Each line ends with the Mulliken charge.
Cartesian coordinates (Å):
Rb -0.5168 0.1995 -0.3950  0.5619
C -1.3680 0.0977 3.5984  -0.8358
C -1.0564 1.5418 3.2137  1.6785
C -0.6340 2.3436 4.4407  -1.6185
C -2.2866 2.1853 2.5798  -1.5655
O -0.0415 1.5634 2.1942  0.5727
Si 1.6204 1.4309 2.3793  -1.8970
S 2.4444 1.1351 0.5276  -0.3937
O 1.7710 0.2089 3.4926  0.3921
C 2.8669 -0.1380 4.3421  1.6179
C 2.8917 0.7755 5.5655  -1.6152
C 4.1900 -0.0610 3.5867  -1.2493
C 2.6018 -1.5717 4.7905  -1.5145
O 2.2134 2.7372 3.2009  0.5643
C 2.6876 4.0292 2.8304  1.8760
C 4.1406 3.9160 2.3783  -1.6595
C 2.5911 4.8859 4.0883  -1.8175
C 1.8320 4.6300 1.7213  -1.1498
H -2.1484 0.0761 4.3647  0.5981
H -0.4716 -0.3847 3.9864  -0.2243
H -1.7254 -0.4549 2.7266  -0.2265
H -1.4532 2.3641 5.1627  0.5849
H -0.3920 3.3692 4.1578  0.2302
H 0.2432 1.9027 4.9136  0.0470
H -3.1175 2.1999 3.2884  0.4817
H -2.6002 1.6232 1.6963  0.1490
H -2.0619 3.2116 2.2837  0.3863
H 3.0177 1.8140 5.2655  0.0481
H 3.7125 0.4869 6.2257  0.5234
H 1.9564 0.6818 6.1225  0.2733
H 4.4011 0.9644 3.2793  0.0628
H 4.1468 -0.6756 2.6861  0.1758
H 5.0059 -0.4125 4.2220  0.5048
H 1.6279 -1.6344 5.2806  0.3297
H 3.3693 -1.9034 5.4929  0.4351
H 2.6003 -2.2417 3.9305  0.1263
H 4.7538 3.5192 3.1905  0.3189
H 4.5333 4.8949 2.0937  0.4510
H 4.2070 3.2405 1.5245  0.2352
H 3.1619 4.4268 4.8971  0.3316
H 1.5510 4.9741 4.4081  0.3461
H 2.9875 5.8861 3.9031  0.4270
H 1.9513 4.0531 0.8032  0.0455
H 2.1327 5.6625 1.5299  0.6349
H 0.7784 4.6216 2.0115  0.0959
C 0.8670 3.4996 -2.1826  -0.6337
N -0.4698 3.0576 -1.8140  1.7891
C -0.7802 3.5094 -0.4655  -0.7825
C -1.4421 3.5187 -2.7879  -1.1320
C -2.8810 3.1348 -2.4675  -1.4840
N -3.0687 1.7388 -2.1017  1.1328
C -2.6472 0.8454 -3.1676  -0.9131
C -4.4644 1.5075 -1.7653  -1.2417
H 0.9622 4.5978 -2.1352  0.4159
H 1.0969 3.1838 -3.2019  -0.0242
H 1.5976 3.0531 -1.5052  -0.1592
H -0.7871 4.6109 -0.3885  0.2889
H -0.0270 3.1255 0.2213  -0.2377
H -1.7505 3.1286 -0.1506  0.1928
H -1.1527 3.1143 -3.7626  0.3505
H -1.4147 4.6195 -2.8874  0.3877
H -3.4992 3.3941 -3.3456  0.5208
H -3.2459 3.7492 -1.6420  0.4027
H -3.1851 1.0405 -4.1119  0.2634
H -2.8315 -0.1889 -2.8767  0.3912
H -1.5756 0.9562 -3.3415  0.0270
H -5.1358 1.7356 -2.6105  0.3123
H -4.7501 2.1367 -0.9208  0.2705
H -4.6084 0.4669 -1.4793  0.2866
C -5.1622 -4.1682 4.2368  -1.3198
C -3.9226 -3.6299 3.5392  -0.2905
N -4.2492 -2.7230 2.4362  -0.0039
C -3.6833 -2.7367 1.2040  -0.6490
S -3.3729 -1.3010 0.3946  0.0532
N -3.3408 -3.9262 0.6562  0.0725
C -4.0498 -5.1960 0.8183  -0.5742
C -3.1047 -6.3492 1.1203  -0.9430
H -4.8800 -4.8059 5.0751  0.3820
H -5.7819 -4.7487 3.5528  0.2881
H -5.7684 -3.3490 4.6251  0.3325
H -3.3059 -4.4381 3.1566  0.0530
H -3.3060 -3.0820 4.2566  0.4245
H -4.4742 -1.7804 2.7163  0.3948
H -2.8893 -3.7985 -0.2374  0.2755
H -4.5948 -5.4010 -0.1063  0.4161
H -4.7967 -5.0817 1.5979  0.2062
H -2.3625 -6.4542 0.3279  0.3085
H -3.6580 -7.2859 1.1917  0.3688
H -2.5712 -6.1915 2.0586  0.1831
C 3.1544 -0.9439 -2.3877  -1.0085
N 2.3652 -0.2210 -3.3709  0.3979
C 1.1508 -0.5953 -3.8335  -0.3517
Se 0.0662 -1.9561 -3.2685  -0.2006
N 0.8238 0.2845 -4.8167  0.1239
C 1.8166 1.2399 -4.9752  0.1063
C 1.9338 2.3422 -5.8035  -0.7257
C 3.0699 3.1241 -5.6500  -0.5462
C 4.0469 2.8115 -4.7020  -0.7193
C 3.9280 1.7014 -3.8788  -0.5780
C 2.7976 0.9198 -4.0409  0.7271
H 2.6361 -1.8732 -2.1649  0.3965
H 3.2534 -0.3513 -1.4766  0.1641
H 4.1337 -1.1639 -2.8127  0.3692
H -0.0408 0.2058 -5.3226  0.3079
H 1.1708 2.5900 -6.5297  0.4459
H 3.1982 3.9986 -6.2736  0.3871
H 4.9112 3.4540 -4.6022  0.3987
H 4.6708 1.4684 -3.1278  0.4642
N 2.8608 -6.3399 3.4712  -0.5133
C 2.3315 -5.4516 2.9714  -0.2147
C 1.6601 -4.3452 2.3398  0.4658
C 0.3083 -4.1208 2.5717  -0.8523
C -0.2923 -3.0488 1.9353  -0.3749
N 0.3530 -2.2199 1.1191  0.7449
C 1.6575 -2.4218 0.9361  -0.2066
C 2.3523 -3.4755 1.5092  -0.6890
H -0.2542 -4.7669 3.2316  0.5751
H -1.3433 -2.8440 2.0835  0.4907
H 2.1700 -1.6893 0.3226  0.1455
H 3.4100 -3.6066 1.3279  0.5288

(2)
This record from the Open Molecules 2025 dataset describes a structure of composition C37H67N9O4PRbS5SeSi. The level of theory is ωB97M-V with the def2-TZVPD basis set.

Values from the calculation:
HOMO level ... -1.8 eV
Molecular weight ... 1085.825 g/mol
Energy above the lowest of the compared OMol25 structures with the same formula, charge and spin ... 29.99 kJ/mol
LUMO ... 3.3967 eV
2S+1 ... 1
F_max ... 0.71 eV/Å
Total charge ... -2
Orbital gap ... 5.239 eV

Each line ends with the Mulliken charge.
Cartesian coordinates (Å):
Rb 0.0061 0.8364 0.1266  1.0518
C 3.3029 -3.5231 -1.0000  -0.7400
C 3.1116 -2.5006 -2.1346  -0.6839
N 2.7185 -1.1921 -1.6476  1.2351
C 3.7878 -0.2761 -1.3279  0.2475
C 4.6031 -0.6357 -0.0881  -1.3024
S 3.6211 -0.7494 1.4347  0.1084
C 3.8029 -2.5102 1.8395  -1.0722
C 2.6583 -3.4294 1.3877  0.1965
N 2.2585 -3.4040 -0.0024  0.3987
H 4.2982 -3.4010 -0.5570  0.2817
H 3.3040 -4.5252 -1.4526  0.3862
H 2.3266 -2.8323 -2.8175  0.1609
H 4.0407 -2.4592 -2.7274  0.3210
H 2.0817 -0.7818 -2.3245  -0.5840
H 3.3419 0.7033 -1.1517  -0.6992
H 4.5049 -0.1668 -2.1659  0.3726
H 5.3603 0.1409 0.0456  0.5962
H 5.1446 -1.5707 -0.2309  0.4651
H 3.8654 -2.5715 2.9272  0.4016
H 4.7728 -2.8378 1.4575  0.6355
H 1.7815 -3.1462 1.9676  -0.5420
H 2.9307 -4.4529 1.6883  0.4231
H 1.7394 -2.5431 -0.1585  -0.3058
N -4.4098 0.7516 5.5568  -0.5662
C -3.3322 0.9207 4.6580  -0.0730
S -1.9765 -0.1144 4.9320  -0.3353
N -3.5555 1.8194 3.7600  -0.7492
N -2.4870 2.1399 2.9279  -0.1936
C -2.7735 2.3018 1.6887  -0.3450
C -4.0200 2.1349 0.9245  0.0908
C -5.2880 2.4080 1.4284  -0.3338
C -6.4280 2.3016 0.6405  -0.7126
C -6.2926 1.8944 -0.6847  -0.6537
C -5.0510 1.6059 -1.2132  -0.5944
C -3.8600 1.7044 -0.4371  0.0750
O -2.7104 1.4101 -0.9322  -0.5044
H -4.4405 -0.1925 5.9095  0.2256
H -5.2804 1.0525 5.1389  0.2225
H -1.9135 2.5972 1.0878  0.7527
H -5.3632 2.7027 2.4661  0.4893
H -7.4042 2.5222 1.0566  0.3545
H -7.1749 1.7961 -1.3118  0.3572
H -4.9413 1.2739 -2.2414  0.3130
C 2.4607 2.3283 -3.3241  -0.7458
C 2.6378 3.2922 -2.2026  0.5613
N 2.5082 2.9825 -0.9498  -0.1102
C 2.6471 4.0816 -0.1417  -0.0320
C 2.9098 5.2532 -0.7906  -0.5719
S 2.9780 4.9644 -2.4761  -0.2163
C 2.4485 3.9549 1.3065  -0.2081
C 2.9003 4.8410 2.2399  -0.6944
S 2.3714 4.3424 3.7944  -0.3275
C 1.5895 2.9687 3.0902  0.2850
N 1.7285 2.8980 1.8015  0.4093
C 0.7958 1.9982 3.8860  0.4224
H 1.5263 1.7819 -3.1883  -0.3554
H 3.2733 1.6023 -3.3522  0.4045
H 2.4234 2.8272 -4.2921  0.5283
H 3.0051 6.2386 -0.3668  0.4600
H 3.5097 5.7143 2.0783  0.4684
H 0.9687 2.1176 4.9557  0.4614
H 1.0574 0.9810 3.5952  -0.5023
H -0.2761 2.1236 3.6941  -0.1197
O -0.3290 2.9293 -1.3542  -0.7522
S -1.5308 3.6080 -1.9197  0.3459
C -0.8660 5.0991 -2.7499  -0.6293
C -0.5366 4.7078 -4.1869  0.0836
C -1.6853 3.8020 -4.6274  -0.7856
C -1.8768 2.7854 -3.5077  0.1196
H -0.0111 5.4117 -2.1502  0.1556
H -1.6336 5.8766 -2.7129  0.3883
H 0.4000 4.1465 -4.2078  -0.2692
H -0.4163 5.5806 -4.8333  0.3858
H -1.4863 3.2959 -5.5738  0.3890
H -2.5927 4.4012 -4.7576  0.2961
H -1.1322 1.9848 -3.5501  -0.2403
H -2.8577 2.3213 -3.4421  0.2089
C -0.8723 -3.9854 -1.0623  -1.1616
P -1.4299 -2.4640 -0.2634  0.8891
C -2.6917 -2.9650 0.9350  -1.5001
C -2.2937 -1.5666 -1.5467  0.0456
O -0.3172 -1.6973 0.3681  -0.2536
H -1.7194 -4.5232 -1.4937  0.4513
H -0.3376 -4.6115 -0.3483  0.3356
H -0.1770 -3.7199 -1.8596  0.0251
H -3.5972 -3.2910 0.4212  0.4746
H -2.9220 -2.1123 1.5758  0.3430
H -2.3211 -3.7804 1.5562  0.3748
H -3.1397 -2.1585 -1.9056  0.4799
H -1.6056 -1.4035 -2.3828  -0.0566
H -2.6396 -0.5842 -1.2043  -0.5888
C 0.7012 -0.9519 6.9764  -1.0742
N 1.6898 -1.3940 5.9964  0.0846
C 2.8950 -0.5893 6.0079  -0.7463
C 1.2338 -1.7349 4.7124  0.1435
O 1.6920 -1.1995 3.7136  -0.2739
N 0.2663 -2.6939 4.6802  0.8046
C 0.0325 -3.6415 5.7413  -1.2951
C -0.4687 -2.9384 3.4584  -1.3785
H 0.6400 0.1410 6.9865  0.3290
H 0.9696 -1.3047 7.9780  0.2573
H -0.2945 -1.2988 6.7142  0.3228
H 2.6850 0.4733 5.8392  0.2110
H 3.5712 -0.9200 5.2234  0.1841
H 3.3829 -0.6972 6.9803  0.3145
H 0.7620 -3.5151 6.5361  0.4139
H 0.1185 -4.6606 5.3467  0.3564
H -0.9732 -3.5245 6.1590  0.2880
H -0.2536 -2.1613 2.7304  -0.0359
H -1.5366 -2.9208 3.6833  0.5626
H -0.2018 -3.9144 3.0317  0.4367
C -1.3266 -3.1441 -5.1467  -0.9182
Si -0.3142 -1.8059 -6.0265  0.3512
C 0.8104 -2.7467 -7.2328  -1.0989
C -1.5521 -0.8729 -7.1190  -1.0860
Se 0.8236 -0.4863 -4.6801  -0.4684
H -1.8705 -3.7679 -5.8646  0.4143
H -2.0507 -2.6970 -4.4632  0.1430
H -0.6717 -3.7914 -4.5580  0.2212
H 0.2319 -3.3627 -7.9300  0.3302
H 1.4942 -3.3956 -6.6799  0.2511
H 1.4169 -2.0424 -7.8070  0.2482
H -1.9831 -1.5216 -7.8889  0.3304
H -1.0592 -0.0284 -7.6062  0.2789
H -2.3664 -0.4716 -6.5100  0.2547

(3)
This record from the Open Molecules 2025 dataset describes a cluster of 4 separate species, C37H68N4O6S in total in a non-equilibrium geometry. The level of theory is ωB97M-V with the def2-TZVPD basis set.

Values from the calculation:
HOMO level ... -7.4 eV
Molecular weight ... 697.040 g/mol
SMILES ... CCCCCCCc1ccc2c(c1)Nc1ccccc1S2.COCCNCCOC.COCCNCCOC.COCCNCCOC
LUMO ... 0.1551 eV
2S+1 ... 1
F_max ... 5.38 eV/Å
Total charge ... 0
Orbital gap ... 7.543 eV

Each line ends with the Mulliken charge.
Cartesian coordinates (Å):
C -1.8859 -4.0643 -1.0401  -0.9453
C -0.2969 -3.8112 -1.4857  -0.4261
C 0.0795 -2.2071 -1.2900  -0.3215
C 1.6548 -1.8595 -1.6067  -0.4212
C 2.0631 -0.2781 -1.2676  0.7583
C 0.7102 0.5979 -0.9678  -0.5127
C 1.0132 2.2248 -0.7275  -0.1078
C -0.4242 2.8282 -0.1231  0.2582
C -0.5887 3.4805 1.3765  -0.5856
C -2.0575 4.0240 1.9530  -0.4411
C -3.3282 3.8613 0.9136  0.3358
C -3.1700 3.2432 -0.6327  0.0443
C -1.7102 2.7127 -1.1862  -0.2879
N -4.3664 3.1601 -1.5538  -0.2393
C -5.5514 2.4615 -0.9257  0.1905
C -6.2647 1.2457 -1.8030  -0.4755
C -7.5619 0.5103 -1.0900  -0.3369
C -8.1159 0.9686 0.4179  -0.5049
C -7.4187 2.2201 1.2750  -0.2343
C -6.1271 2.9428 0.5693  0.3635
S -5.1180 4.3578 1.3645  -0.1753
H -2.1807 -5.1899 -1.3021  0.3033
H -2.0442 -3.9726 0.1324  0.2351
H -2.6224 -3.3380 -1.5875  0.2602
H 0.3557 -4.5123 -0.8093  0.2837
H -0.2336 -4.1201 -2.6365  0.2570
H -0.6661 -1.6184 -2.0094  0.1630
H -0.2534 -1.9369 -0.1832  0.1985
H 2.3312 -2.6023 -0.9726  0.2022
H 1.8153 -2.0696 -2.7657  0.1412
H 2.8337 -0.3185 -0.3849  -0.3600
H 2.5238 0.1516 -2.2762  -0.0629
H -0.0718 0.5484 -1.8665  0.0452
H 0.1222 0.2615 0.0123  0.2825
H 1.2476 2.6656 -1.7856  0.2218
H 1.8724 2.3337 0.0591  0.1751
H 0.3304 3.5903 2.1112  0.2136
H -2.1900 4.4729 3.0453  0.2325
H -1.5546 2.2323 -2.2679  0.0135
H -4.1306 2.7975 -2.5032  0.3500
H -5.8313 0.9822 -2.8594  0.1892
H -8.0635 -0.3757 -1.7136  0.2566
H -9.0267 0.3619 0.8485  0.2685
H -7.7792 2.5719 2.3335  0.2920
C 4.7597 -1.8273 -8.5349  -0.7099
O 4.1334 -0.5960 -8.8673  -0.3318
C 2.7850 -0.7541 -9.3286  -0.7921
C 1.7893 -0.2086 -8.2919  -0.1773
N 1.7282 -1.0713 -7.1074  -0.3317
C 1.0030 -0.4740 -5.9793  -0.6658
C 1.5817 0.8169 -5.3667  -0.2999
O 2.8310 0.6334 -4.6973  -0.3269
C 3.9673 0.6784 -5.5497  -0.6848
H 5.8227 -1.6337 -8.3664  0.2352
H 4.3394 -2.2422 -7.6164  0.2989
H 4.6663 -2.5509 -9.3511  0.3377
H 2.5588 -1.7920 -9.5998  0.4035
H 2.6978 -0.1516 -10.2397  0.3926
H 0.7920 -0.1503 -8.7449  0.3774
H 2.1104 0.8011 -8.0283  0.1691
H 2.6743 -1.2811 -6.7992  0.0701
H 0.9732 -1.2378 -5.1916  0.3456
H -0.0358 -0.2948 -6.2822  0.3977
H 0.8801 1.1482 -4.5929  0.0624
H 1.6389 1.6397 -6.0866  0.4080
H 3.8344 1.3630 -6.3919  0.3186
H 4.2104 -0.3253 -5.9036  0.2095
H 4.8186 1.0249 -4.9569  0.3036
C 7.2544 -4.0003 2.1868  -0.7094
O 6.7527 -3.4086 3.3772  -0.3317
C 7.6074 -2.3844 3.9031  -0.8031
C 6.9590 -1.0000 3.7403  -0.1668
N 6.9409 -0.5827 2.3343  -0.3316
C 6.1068 0.5984 2.0801  -0.7394
C 4.5966 0.4757 2.3644  -0.5309
O 3.9104 -0.4186 1.4856  -0.3970
C 3.9665 -1.7842 1.8749  -0.6666
H 6.6413 -4.8764 1.9578  0.2340
H 7.1830 -3.3058 1.3470  0.2978
H 8.2907 -4.3288 2.3155  0.3384
H 8.6110 -2.4156 3.4626  0.3990
H 7.7138 -2.5908 4.9740  0.3896
H 7.5255 -0.2648 4.3251  0.3819
H 5.9475 -1.0616 4.1464  0.1621
H 6.5876 -1.3474 1.7647  0.0647
H 6.2317 0.8422 1.0173  0.3576
H 6.5123 1.4457 2.6463  0.4292
H 4.1542 1.4618 2.1836  0.2986
H 4.3796 0.2411 3.4115  0.3766
H 3.9886 -1.9116 2.9606  0.3925
H 4.8273 -2.2708 1.4122  0.1517
H 3.0714 -2.2806 1.4894  0.2748
C -3.8456 -1.6133 5.2520  -0.7011
O -4.3473 -1.0216 6.4424  -0.3336
C -3.4926 0.0025 6.9683  -0.7912
C -4.1410 1.3870 6.8055  -0.2338
N -4.1591 1.8042 5.3996  -0.2630
C -4.9932 2.9853 5.1453  -0.0819
C -6.5034 2.8626 5.4296  -0.7342
O -7.1896 1.9684 4.5508  -0.3183
C -7.1335 0.6027 4.9401  -0.6052
H -4.4587 -2.4894 5.0230  0.2335
H -3.9170 -0.9188 4.4122  0.2875
H -2.8093 -1.9419 5.3807  0.3370
H -2.4890 -0.0286 6.5278  0.3984
H -3.3862 -0.2038 8.0392  0.3919
H -3.5745 2.1221 7.3903  0.3841
H -5.1525 1.3253 7.2117  0.1875
H -4.5124 1.0395 4.8299  0.0150
H -4.8683 3.2292 4.0825  -0.1340
H -4.5877 3.8327 5.7115  0.4287
H -6.9458 3.8487 5.2488  0.3819
H -6.7204 2.6280 6.4767  0.3903
H -7.1114 0.4754 6.0258  0.3097
H -6.2727 0.1162 4.4774  0.1745
H -8.0286 0.1063 4.5546  0.2981